[1]
{"formula": "C6H14NS", "method": "ωB97M-V/def2-TZVPD", "multiplicity": 2, "e_tot_ev": -18769.8190, "homo_energy_ev": [-9.1, -9.0], "relative_energy_kj_mol": 260.1, "gap_ev": [10.18, 6.97], "species": ["S", "N", "C", "C", "C", "C", "C", "C", "H", "H", "H", "H", "H", "H", "H", "H", "H", "H", "H", "H", "H", "H"], "coordinates": [[-3.859, 0.186, 0.428], [1.024, 0.254, -0.413], [4.626, 0.413, 0.639], [-2.264, 0.475, -0.340], [-0.204, -1.026, -0.075], [3.313, 0.786, -0.013], [-1.540, -0.824, -0.793], [2.239, -0.299, 0.137], [-1.588, 1.045, 0.293], [2.627, -1.201, -0.351], [-2.386, 1.106, -1.226], [0.539, -0.452, -1.008], [5.394, 1.167, 0.492], [3.425, 1.027, -1.070], [-0.299, -0.749, 0.967], [2.154, -0.541, 1.200], [-2.196, -1.666, -0.574], [4.505, 0.244, 1.709], [0.157, -2.052, -0.171], [2.904, 1.707, 0.425], [-1.379, -0.816, -1.870], [5.050, -0.495, 0.204]]}



[2]
{"formula": "C6H14O", "method": "ωB97M-V/def2-TZVPD", "multiplicity": 1, "e_tot_ev": -8494.7134, "homo_energy_ev": -9.7, "smiles": "CC(C)C[C@@H](C)O", "relative_energy_kj_mol": 210.2, "gap_ev": 10.64, "species": ["O", "C", "C", "C", "C", "C", "C", "H", "H", "H", "H", "H", "H", "H", "H", "H", "H", "H", "H", "H", "H"], "coordinates": [[1.659, -1.166, -0.923], [2.626, 0.769, 0.157], [-1.379, -1.263, -0.692], [0.323, -0.028, 0.815], [1.339, 0.093, -0.323], [-2.170, 0.848, 0.580], [-1.126, -0.519, 0.596], [3.321, 0.937, -0.677], [0.871, 0.736, -1.084], [-2.455, -1.416, -0.770], [3.137, 0.136, 0.892], [-0.846, -2.216, -0.754], [2.246, -0.976, -1.671], [2.415, 1.740, 0.617], [-2.224, 1.367, -0.400], [-1.422, -1.074, 1.489], [-2.004, 1.683, 1.310], [0.787, -0.264, 1.787], [-1.044, -0.655, -1.540], [-0.305, 0.869, 0.877], [-3.170, 0.475, 0.804]]}



[3]
{"formula": "C6H14O", "method": "ωB97M-V/def2-TZVPD", "multiplicity": 1, "e_tot_ev": -8496.1493, "homo_energy_ev": -9.8, "smiles": "CCCCCOC", "relative_energy_kj_mol": 71.7, "gap_ev": 10.94, "species": ["O", "C", "C", "C", "C", "C", "C", "H", "H", "H", "H", "H", "H", "H", "H", "H", "H", "H", "H", "H", "H"], "coordinates": [[2.621, 0.024, 0.729], [-3.465, 0.004, -0.398], [3.755, 0.664, 0.215], [1.582, -0.053, -0.215], [-0.938, -0.214, -0.347], [0.305, -0.439, 0.508], [-2.243, -0.394, 0.425], [-3.558, -0.619, -1.295], [1.448, 0.930, -0.702], [-3.385, 1.047, -0.728], [-2.338, -1.436, 0.758], [0.253, 0.180, 1.412], [4.193, 0.111, -0.630], [-0.907, 0.808, -0.754], [-4.388, -0.094, 0.181], [3.511, 1.681, -0.135], [0.367, -1.483, 0.842], [-0.928, -0.886, -1.218], [4.485, 0.730, 1.024], [-2.203, 0.215, 1.339], [1.833, -0.776, -1.011]]}



[4]
{"formula": "C6H14O", "method": "ωB97M-V/def2-TZVPD", "multiplicity": 1, "e_tot_ev": -8492.3152, "homo_energy_ev": -8.5, "relative_energy_kj_mol": 441.6, "gap_ev": 8.66, "species": ["O", "C", "C", "C", "C", "C", "C", "H", "H", "H", "H", "H", "H", "H", "H", "H", "H", "H", "H", "H", "H"], "coordinates": [[1.489, -0.539, 0.530], [-2.035, -0.605, -0.188], [2.529, -1.195, -0.147], [0.172, 1.460, 0.698], [-0.308, 2.629, -0.085], [-1.709, -1.833, 0.657], [1.161, 0.690, -0.055], [2.291, -1.354, -1.211], [-1.594, -0.680, -1.189], [-0.626, -1.961, 0.734], [2.031, 1.393, -0.032], [3.473, -0.629, -0.087], [0.922, 0.564, -1.132], [2.666, -2.166, 0.333], [-1.632, 0.287, 0.303], [-2.144, -2.741, 0.226], [-0.132, 3.536, 0.507], [-3.112, -0.457, -0.304], [-2.104, -1.718, 1.671], [-1.404, 2.549, -0.118], [0.066, 2.771, -1.113]]}



[5]
{"formula": "C6H14O", "method": "ωB97M-V/def2-TZVPD", "multiplicity": 1, "e_tot_ev": -8493.0376, "homo_energy_ev": -9.4, "relative_energy_kj_mol": 371.9, "gap_ev": 10.22, "species": ["O", "C", "C", "C", "C", "C", "C", "H", "H", "H", "H", "H", "H", "H", "H", "H", "H", "H", "H", "H", "H"], "coordinates": [[0.706, 2.081, 0.020], [-0.035, 1.267, 0.760], [-0.715, -0.558, -1.790], [-0.350, 1.707, 2.176], [1.009, -2.113, -0.835], [0.156, -0.231, 0.579], [0.485, -0.677, -0.848], [-1.052, 0.477, -1.910], [-0.643, 1.937, -0.201], [-1.563, -1.152, -1.425], [1.017, -0.456, 1.229], [-1.111, 1.082, 2.655], [1.278, -2.439, -1.847], [1.276, -0.009, -1.208], [-0.454, -0.929, -2.788], [0.249, -2.807, -0.453], [-0.704, -0.779, 0.988], [1.900, -2.209, -0.203], [-0.655, 2.756, 2.184], [-1.386, 1.427, 0.182], [0.592, 1.625, 2.734]]}



[6]
{"formula": "C6H14O2", "method": "ωB97M-V/def2-TZVPD", "multiplicity": 1, "e_tot_ev": -10541.7007, "homo_energy_ev": -9.8, "smiles": "CC(C)CCC=O.O", "relative_energy_kj_mol": 281.3, "gap_ev": 10.57, "species": ["O", "O", "C", "C", "C", "C", "C", "C", "H", "H", "H", "H", "H", "H", "H", "H", "H", "H", "H", "H", "H", "H"], "coordinates": [[2.903, 2.548, -1.354], [-5.014, 3.476, -0.723], [-0.339, -0.644, 1.697], [1.066, -0.332, -0.443], [0.543, -1.332, 0.580], [2.067, 0.723, -0.038], [2.411, 1.446, -1.287], [-0.208, -2.453, -0.205], [-4.714, 2.957, -1.477], [-1.303, -0.065, 1.588], [0.407, -0.215, 2.512], [2.123, 0.798, -2.111], [1.549, -0.799, -1.218], [-5.981, 3.733, -0.655], [-1.300, -2.342, -0.023], [1.380, -1.804, 1.280], [0.059, 0.128, -0.864], [0.096, -3.349, 0.388], [1.762, 1.343, 0.707], [-0.692, -1.520, 2.383], [0.137, -2.537, -1.250], [3.049, 0.241, 0.510]]}



[7]
{"formula": "C6H14O2", "method": "ωB97M-V/def2-TZVPD", "multiplicity": 1, "e_tot_ev": -10538.7441, "homo_energy_ev": -7.0, "relative_energy_kj_mol": 566.6, "gap_ev": 3.83, "species": ["O", "O", "C", "C", "C", "C", "C", "C", "H", "H", "H", "H", "H", "H", "H", "H", "H", "H", "H", "H", "H", "H"], "coordinates": [[3.414, 0.505, -0.299], [1.802, -1.198, -0.893], [-2.562, -0.823, 0.538], [-1.371, -0.200, 0.734], [0.520, 1.772, -1.172], [-2.783, -2.272, 0.792], [-0.970, 1.126, 0.547], [0.440, 1.523, 0.363], [-0.245, 2.435, -1.552], [1.094, 0.668, 0.599], [0.725, 2.352, 1.010], [-1.730, 1.802, 0.143], [0.469, 0.704, -1.469], [-3.453, -2.632, 1.572], [2.161, -2.028, -1.176], [4.343, 0.254, -0.202], [-3.432, -0.327, 0.130], [1.562, 1.842, -1.470], [-1.834, -2.738, 1.074], [2.602, -0.372, -0.707], [-0.515, -0.851, 0.933], [-3.093, -2.788, -0.117]]}



[8]
{"formula": "C6H14O2", "method": "ωB97M-V/def2-TZVPD", "multiplicity": 1, "e_tot_ev": -10542.8240, "homo_energy_ev": -9.2, "smiles": "C/C=C/CCCO.O", "relative_energy_kj_mol": 173.0, "gap_ev": 9.97, "species": ["O", "O", "C", "C", "C", "C", "C", "C", "H", "H", "H", "H", "H", "H", "H", "H", "H", "H", "H", "H", "H", "H"], "coordinates": [[-0.039, -1.778, -2.817], [2.624, 0.295, 2.246], [0.301, 0.509, 0.783], [-2.266, 1.256, -2.044], [-0.918, 0.499, -0.087], [1.905, -0.960, 2.142], [-0.983, 1.049, -1.293], [0.473, -0.795, 1.573], [2.107, 0.877, 2.825], [0.171, -2.210, -1.978], [0.232, -1.638, 0.934], [1.181, 0.614, 0.150], [-0.136, 1.626, -1.633], [-2.661, 2.256, -1.818], [1.993, -1.452, 3.111], [2.423, -1.444, 1.319], [-0.241, -0.770, 2.392], [-2.976, 0.513, -1.707], [0.603, -1.045, -2.759], [-1.853, 0.080, 0.288], [0.228, 1.331, 1.493], [-2.169, 1.187, -3.121]]}



[9]
{"formula": "C6H14O2", "method": "ωB97M-V/def2-TZVPD", "multiplicity": 1, "e_tot_ev": -10540.4397, "homo_energy_ev": -9.4, "smiles": "C=CC/C=C/C.O.O", "relative_energy_kj_mol": 403.0, "gap_ev": 9.74, "species": ["O", "O", "C", "C", "C", "C", "C", "C", "H", "H", "H", "H", "H", "H", "H", "H", "H", "H", "H", "H", "H", "H"], "coordinates": [[2.384, 2.207, -0.429], [-2.508, 1.942, -0.751], [1.550, -1.735, -2.168], [-0.024, -1.045, 0.722], [-2.209, -0.425, 1.821], [-0.841, -0.100, 1.199], [1.188, -0.690, -1.429], [1.288, -0.583, 0.141], [-2.980, -0.898, 1.133], [2.166, 2.240, 0.517], [1.436, 0.492, 0.479], [1.881, -2.573, -1.746], [-1.611, 1.982, -1.141], [-2.681, 0.269, 2.607], [2.151, -1.210, 0.501], [-2.091, -1.201, 2.730], [-2.273, 1.622, 0.105], [-0.604, 0.964, 1.132], [1.470, 2.297, -0.616], [-0.229, -2.139, 0.412], [1.528, -1.580, -3.338], [1.010, 0.163, -1.879]]}



[10]
{"formula": "C6H14O2", "method": "ωB97M-V/def2-TZVPD", "multiplicity": 2, "e_tot_ev": -10533.4366, "charge": 1, "homo_energy_ev": [-14.4, -14.4], "relative_energy_kj_mol": 167.0, "gap_ev": [9.83, 6.13], "species": ["O", "O", "C", "C", "C", "C", "C", "C", "H", "H", "H", "H", "H", "H", "H", "H", "H", "H", "H", "H", "H", "H"], "coordinates": [[2.883, 2.766, 0.062], [1.907, -1.722, -0.949], [-0.693, 1.895, 1.321], [-1.263, -2.120, -0.708], [-0.981, -2.756, 0.433], [-0.563, 1.678, -0.213], [-1.410, -0.671, -0.767], [-0.479, 0.207, -0.333], [-0.019, 2.596, 1.775], [-0.862, -3.835, 0.505], [0.354, -0.276, 0.118], [-0.653, 0.923, 1.958], [2.398, 2.381, 0.791], [1.444, -2.193, -0.218], [-1.710, 2.139, 1.535], [-1.615, -2.625, -1.562], [2.286, -2.245, -1.672], [3.000, 2.088, -0.605], [-0.660, -2.201, 1.274], [-1.407, 2.191, -0.663], [0.321, 2.197, -0.677], [-2.277, -0.418, -1.404]]}



The records above give, respectively, max |F| values of 3.81, 3.64, 0.35, 0.41, 0.28, 3.94, 2.49, 1.69, 5.74, 3.73 eV/A.